No. 1
Here is a 12-piece molecular cluster, C36H36F12O36 overall from the Open Molecules 2025 dataset. Energies are from the ωB97M-V functional and the def2-TZVPD basis.

HOMO energy: -10.324 eV
Kohn-Sham gap: 9.8879 eV
ΔE to the lowest compared entry with this formula, charge and spin: 132.18 kcal/mol
SMILES: O=C1OC[C@@H](F)O1.O=C1OC[C@@H](F)O1.O=C1OC[C@@H](F)O1.O=C1OC[C@@H](F)O1.O=C1OC[C@@H](F)O1.O=C1OC[C@@H](F)O1.O=C1OC[C@@H](F)O1.O=C1OC[C@@H](F)O1.O=C1OC[C@@H](F)O1.O=C1OC[C@@H](F)O1.O=C1OC[C@@H](F)O1.O=C1OC[C@@H](F)O1

```
120
C36H36F12O36, DFT the ωB97M-V functional and the def2-TZVPD basis
C 15.921 17.555 11.565
C 16.944 9.233 12.701
O 17.453 8.514 11.607
H 15.935 8.950 13.002
H 19.307 14.815 15.972
O 14.993 18.492 11.329
F 17.283 18.991 8.969
O 9.947 12.687 10.917
C 19.358 12.526 13.104
C 13.550 14.472 19.031
H 21.589 11.976 11.778
O 20.273 13.318 12.553
O 16.770 17.523 10.563
F 19.272 15.650 13.659
H 12.842 15.685 12.192
O 18.624 7.687 13.206
H 14.058 15.436 19.019
C 8.647 12.391 15.207
C 17.155 17.019 15.301
O 14.882 12.110 11.362
O 17.482 15.911 16.091
O 18.899 6.701 11.133
O 9.540 12.550 14.263
F 17.060 12.362 20.271
H 11.377 11.768 14.363
O 12.948 8.775 17.039
C 10.884 13.546 11.000
H 14.381 19.353 9.620
H 15.889 17.534 8.809
H 10.843 11.448 16.755
C 14.828 12.628 12.473
O 14.666 10.067 16.878
H 16.845 14.342 10.911
O 13.223 18.190 15.924
O 14.873 11.974 13.537
H 13.246 18.018 13.142
H 19.395 16.270 16.872
O 20.007 11.620 13.856
F 11.417 19.465 15.384
C 18.031 11.742 17.359
H 13.231 9.555 18.884
C 21.408 11.880 13.957
H 17.030 10.297 12.483
C 15.031 12.763 14.705
H 20.197 16.987 14.858
H 18.902 14.200 18.440
C 17.872 14.693 7.921
F 15.869 8.283 17.502
H 15.726 20.102 10.428
C 21.517 12.652 12.630
O 12.741 16.725 14.494
O 16.640 14.188 7.688
O 9.182 12.452 16.394
F 13.810 12.953 15.156
C 13.684 8.771 18.278
C 12.404 17.879 13.820
O 17.991 10.904 16.416
H 22.347 13.359 12.615
C 16.299 18.256 9.516
C 17.164 13.965 9.939
C 18.151 12.473 19.476
C 13.549 9.657 16.292
H 16.434 14.406 14.122
H 22.026 10.992 14.093
F 15.340 13.669 17.809
C 12.568 18.926 14.870
O 13.615 13.815 20.242
C 16.051 14.082 8.915
F 21.661 12.693 14.972
H 13.142 19.784 14.521
C 17.935 8.786 13.742
C 18.416 7.586 11.913
F 15.186 15.125 9.094
O 16.002 16.739 12.497
C 18.899 15.825 16.010
O 17.843 13.038 17.255
O 11.567 14.063 9.879
C 10.818 12.588 14.813
C 13.554 12.567 20.099
H 14.799 14.892 14.632
O 16.102 17.636 15.310
O 13.992 12.213 18.862
H 11.559 18.013 13.144
C 15.389 14.100 14.169
H 19.059 12.484 20.079
C 15.316 19.135 10.137
H 15.461 13.167 8.977
C 19.224 16.529 14.680
F 11.137 16.201 11.418
H 13.526 13.143 17.194
O 13.453 15.960 16.383
O 13.274 11.844 21.088
F 11.099 13.487 16.922
H 15.713 12.267 15.395
H 15.595 9.788 18.717
O 18.156 11.391 18.725
C 14.086 13.387 18.097
F 17.226 8.397 14.832
C 12.583 14.955 10.261
C 17.974 13.635 18.530
O 18.086 14.810 9.249
O 18.633 15.100 7.029
C 15.063 9.262 17.924
C 13.145 16.923 15.704
C 12.026 15.326 11.565
O 13.201 9.939 15.094
O 7.449 12.617 15.040
O 18.152 12.673 12.930
H 17.181 14.298 18.878
H 13.549 14.465 10.377
H 12.525 14.673 18.718
O 11.369 14.151 12.062
C 10.587 12.403 16.296
H 17.531 12.971 10.195
H 13.737 7.774 18.717
O 14.929 13.921 12.837
H 12.622 15.820 9.599
H 11.201 13.588 14.610
O 18.158 17.366 14.545
H 18.698 9.507 14.037
```

No. 2
Here is C36H36F4N5Te2V as an isolated structure from the Open Molecules 2025 dataset. Energies are from the ωB97M-V functional and the def2-TZVPD basis.

HOMO energy (spin up / spin down): -6.866 / -7.065 eV
Kohn-Sham gap (spin up / spin down): 4.7009 / 4.9383 eV
ΔE to the lowest compared entry with this formula, charge and spin: 0.00 kcal/mol
Spin multiplicity: 3

```
84
C36H36F4N5Te2V, DFT the ωB97M-V functional and the def2-TZVPD basis
H 13.019 9.143 18.398
C 11.219 9.180 17.160
C 10.866 13.277 12.056
H 6.332 8.277 8.950
H 15.694 7.340 10.512
H 16.641 13.680 9.269
H 13.078 9.552 7.165
F 17.344 9.584 14.269
C 16.331 9.945 15.107
N 6.410 9.250 5.598
H 15.041 4.948 13.859
N 15.395 10.730 9.561
Te 12.009 10.580 15.785
C 15.016 11.681 16.748
C 9.284 10.739 8.985
N 11.865 11.265 12.236
C 14.650 11.655 15.451
H 8.009 8.151 10.798
H 8.482 7.352 17.676
C 9.913 12.316 11.657
C 9.920 8.747 16.942
H 17.120 13.327 10.875
C 11.601 7.468 18.806
C 7.208 8.923 9.005
H 14.004 6.662 10.472
Te 14.469 7.478 12.976
H 10.214 11.331 8.985
H 9.882 6.194 19.238
C 10.580 8.607 11.731
C 14.954 6.668 10.975
H 16.932 11.620 8.502
F 13.880 12.698 14.906
C 7.437 9.750 7.899
C 16.571 9.895 16.499
H 12.802 9.635 8.930
C 9.168 9.822 10.049
H 12.916 13.030 12.918
C 16.624 11.622 9.581
C 12.096 8.644 18.127
H 17.405 11.168 10.153
H 16.396 10.175 12.130
H 15.197 10.672 7.368
H 8.806 11.173 7.018
H 14.170 8.604 8.298
C 10.559 11.071 11.735
C 14.084 5.476 13.978
H 14.024 11.683 8.209
C 9.504 7.700 17.763
H 8.875 12.481 11.370
C 14.601 10.706 8.290
H 10.466 5.465 12.750
H 14.427 9.472 10.699
H 16.219 10.843 18.397
H 15.328 13.239 10.460
C 10.123 9.806 11.153
H 15.348 5.611 10.952
F 14.439 12.572 17.632
C 13.567 9.522 8.184
H 11.907 7.067 14.302
H 13.816 5.513 15.076
V 12.760 9.824 13.368
C 14.643 10.531 10.836
C 15.989 10.798 17.339
C 8.102 8.890 10.021
H 9.251 9.197 16.217
C 15.463 10.785 12.134
C 10.264 7.236 11.421
F 17.569 9.066 17.058
C 6.827 9.491 6.624
C 8.505 10.640 7.878
H 10.760 14.365 12.076
H 12.302 6.784 19.265
N 11.341 8.662 12.914
H 9.722 6.929 10.551
C 10.697 6.484 12.523
C 10.294 7.058 18.659
C 11.979 12.649 12.478
H 13.397 4.868 13.294
C 16.381 13.032 10.122
C 15.263 10.660 14.565
C 11.424 7.334 13.384
N 14.656 10.460 13.310
H 13.697 11.036 10.844
H 15.770 11.800 12.127
```

No. 3
Here is a 5-piece molecular cluster, C36H36F5N4O3PS overall from the Open Molecules 2025 dataset. Energies are from the ωB97M-V functional and the def2-TZVPD basis.

HOMO energy: -8.462 eV
Kohn-Sham gap: 6.0573 eV
ΔE to the lowest compared entry with this formula, charge and spin: 204.48 kcal/mol
SMILES: CCc1nc2c(N)cc(S(=O)(=O)C(F)(F)C(F)(F)F)c([PH2]=N)c2nc1O.c1ccccc1.c1ccccc1.c1ccccc1.c1ccccc1

```
86
C36H36F5N4O3PS, DFT the ωB97M-V functional and the def2-TZVPD basis
H -5.875 -5.203 -1.062
H -6.448 0.384 0.063
H -6.042 -1.322 0.761
H -4.150 5.643 -2.670
O 2.552 -4.716 -1.425
F 3.132 -2.310 2.398
N 0.296 -6.069 -3.086
C -0.853 -3.702 -1.697
H -1.879 -6.335 -1.936
C -2.266 6.263 4.565
C -4.537 7.360 3.374
H 5.083 3.690 4.168
C -3.339 5.507 -1.960
H 4.693 -8.249 -2.695
C -2.642 5.865 3.282
C 4.926 3.919 2.031
S 2.253 -3.212 -1.592
H -6.836 -0.483 -2.202
C -5.133 -1.960 -1.576
H 1.040 -0.324 -1.518
H -0.447 5.021 0.576
H -0.003 -6.014 -0.550
H -4.751 8.499 5.191
C -6.707 -1.417 -1.469
C 2.164 -2.326 1.238
H 4.634 3.870 -0.104
H 1.141 -6.553 -2.664
C 3.122 -2.351 -0.124
C -2.731 6.617 -1.374
H -5.425 7.784 2.912
C -3.022 7.214 5.250
C -1.398 -0.507 -1.530
C -1.694 6.442 -0.458
H -7.883 -0.882 0.533
H -1.091 1.411 -2.269
F 3.609 -0.983 -0.492
F 1.372 -1.070 1.369
C 6.752 -8.343 -2.068
C 7.817 -7.648 -1.494
H -7.499 -2.254 -1.663
C 5.355 -6.385 -1.841
C -1.861 4.047 -0.726
C -2.905 4.222 -1.634
C -4.864 -3.557 -1.704
H -2.586 1.276 -1.392
H 5.370 4.911 2.026
C 0.456 -2.723 -1.610
P -0.599 -5.627 -1.811
H -2.052 5.125 2.748
C -6.821 -0.751 0.061
H -1.519 3.046 -0.477
F 4.308 -3.204 0.258
N -1.573 1.022 -1.426
C -1.257 5.158 -0.135
O 2.922 -2.610 -2.887
H -3.067 7.619 -1.629
C -2.703 -1.543 -1.602
C -4.159 7.761 4.655
C 4.205 1.955 3.240
C -2.428 -3.144 -1.691
N -4.063 -0.906 -1.545
H 4.397 -5.891 -1.981
H 6.285 -4.664 -0.939
C 4.767 3.231 3.234
H -1.383 5.832 5.031
C 3.948 2.059 0.840
C -3.776 6.416 2.686
H -3.380 3.357 -2.089
N -3.504 -4.191 -1.769
C 0.137 -1.082 -1.551
H 3.625 1.603 -0.093
H 4.083 1.419 4.177
C 5.522 -7.710 -2.244
H 3.363 0.372 2.045
H -2.726 7.528 6.247
C 6.417 -5.694 -1.259
H -1.224 7.307 0.003
F 1.367 -3.567 1.398
H -4.067 6.108 1.685
C 3.798 1.367 2.042
C 4.514 3.333 0.834
H 8.778 -8.139 -1.362
H 8.478 -5.785 -0.638
C 7.649 -6.325 -1.088
O -6.047 -4.461 -1.736
H 6.882 -9.375 -2.380
```

No. 4
Here is C36H36MnN5O2PS2Si as an isolated structure from the Open Molecules 2025 dataset. Energies are from the ωB97M-V functional and the def2-TZVPD basis.

HOMO energy (spin up / spin down): -13.251 / -13.275 eV
Charge: +2
Kohn-Sham gap (spin up / spin down): 7.2721 / 7.6828 eV
ΔE to the lowest compared entry with this formula, charge and spin: 0.00 kcal/mol
Spin multiplicity: 4

```
84
C36H36MnN5O2PS2Si, DFT the ωB97M-V functional and the def2-TZVPD basis
C 2.354 4.002 1.719
C -2.817 2.148 0.331
C 5.859 3.191 0.275
C 0.925 2.203 3.243
S -2.774 -3.340 -1.529
H 4.824 1.663 -2.577
H 5.284 -1.774 -1.705
H 1.840 5.417 3.165
C -2.648 0.786 -1.945
C 2.380 2.661 1.324
C 2.417 4.187 -3.843
C 1.600 1.776 2.094
H 1.543 0.732 1.894
H -2.613 0.211 -2.824
C -2.678 -5.751 2.217
C 7.675 2.823 -1.270
C -3.031 -7.079 2.662
S -1.546 -2.918 1.605
C -3.490 1.904 -1.794
C 0.240 3.735 -2.844
C 0.864 3.228 -1.707
H 5.550 3.624 1.259
H -3.740 -9.015 2.187
H 3.968 4.180 -2.396
C 5.382 -0.984 -0.937
H -8.400 -2.167 1.431
H -5.465 -4.724 -0.434
C -3.574 -8.013 1.838
Mn -1.332 -1.677 -0.408
C 0.982 4.163 -3.916
H -3.812 -6.179 -1.075
H 0.439 1.425 3.859
H 6.172 -1.220 -0.211
C -2.023 1.006 0.249
N -1.880 0.320 -0.898
N 0.774 -1.073 -1.249
O 2.965 0.666 -0.852
C 5.475 2.163 -1.897
H 2.026 -2.334 -0.118
C -6.359 -1.823 2.035
H 2.959 4.730 1.224
C -3.021 -5.453 0.904
C 4.924 2.637 -0.674
N -3.455 2.696 -0.723
C -4.766 -3.237 0.949
H -7.853 -4.186 0.076
H 0.221 3.897 4.375
P -3.109 -3.737 0.508
H -2.170 -4.993 2.835
H 0.595 -0.089 -1.314
C -3.586 -6.403 0.006
C 1.679 4.404 2.836
H 0.582 4.446 -4.858
H 7.187 1.860 -3.075
H -0.838 3.655 -2.985
H -4.211 -1.747 2.462
C 0.845 3.536 3.557
H 0.151 2.903 -0.951
H 8.725 2.938 -1.536
C 2.947 3.964 -2.574
C -7.113 -3.576 0.535
H 3.047 4.389 -4.687
C 6.838 2.220 -2.169
H -3.291 3.719 1.449
H -4.156 2.287 -2.562
H 1.022 -1.349 -2.216
H -1.496 0.754 1.208
N -2.690 2.907 1.424
N 1.927 -1.351 -0.447
C -3.856 -7.683 0.511
C 7.212 3.271 -0.046
C -7.372 -2.478 1.330
H 5.319 0.029 -1.339
H -6.732 -1.082 2.774
H -2.475 2.401 2.265
C -5.019 -2.250 1.917
C -5.771 -3.895 0.263
C 3.036 -0.564 -0.437
H -2.733 -7.404 3.686
O 4.167 -1.203 -0.067
Si 3.181 2.358 -0.325
H -4.309 -8.479 -0.110
C 2.231 3.303 -1.605
H 7.868 3.714 0.650
```

No. 5
Here is C36H37As2NO3Ru as an isolated structure from the Open Molecules 2025 dataset. Energies are from the ωB97M-V functional and the def2-TZVPD basis.

HOMO energy (spin up / spin down): -10.134 / -10.963 eV
Charge: +1
Kohn-Sham gap (spin up / spin down): 7.9651 / 6.4951 eV
Spin multiplicity: 6

```
80
C36H37As2NO3Ru, DFT the ωB97M-V functional and the def2-TZVPD basis
C 0.759 0.593 -1.619
C 0.403 4.506 0.752
C -1.633 2.389 0.605
H 1.353 -5.704 4.414
H 2.735 4.828 3.810
H -3.044 -2.425 1.188
C -1.284 -1.500 -2.763
N -1.848 -0.817 -1.653
C 0.579 -4.348 2.949
H 1.980 0.605 3.934
C -0.111 -1.029 -3.363
C -2.844 4.012 2.758
H 0.576 -4.083 -0.747
H -2.241 -2.347 2.768
C 3.657 -0.924 0.677
C 1.055 3.817 2.955
C 0.557 0.234 -2.960
H -2.868 4.485 1.787
H -0.614 -4.997 0.213
H -4.421 4.090 5.755
C -2.253 -2.851 1.803
C 0.736 -3.122 2.308
H 3.963 0.003 0.196
C 1.442 5.430 0.746
C -1.877 2.419 4.273
C -3.718 3.788 4.990
C 1.789 2.210 -3.635
H 1.575 6.073 -0.115
H -1.792 -4.318 -4.578
C -1.882 -2.672 -3.214
As 2.055 -0.597 1.725
H 1.361 -1.446 -4.853
H -2.747 2.332 6.228
H -0.915 0.815 2.653
C -0.138 -2.970 -4.827
H 3.096 6.267 1.824
H 0.891 0.827 -4.995
C 1.068 1.069 -3.954
H -0.254 -4.997 2.702
H -2.819 -2.994 -2.772
C -1.909 3.012 3.015
H 3.668 0.206 3.500
C 1.484 -4.753 3.916
H 3.570 -2.097 3.863
C 2.723 -2.720 3.600
C -0.421 -4.061 -0.310
As -0.531 -2.588 0.943
H 2.830 1.570 2.720
C 2.559 -3.937 4.241
Ru -0.127 -0.141 0.145
C 0.442 -1.789 -4.394
H 3.440 -1.665 -0.090
H 1.661 2.033 -0.275
H 4.454 -1.288 1.325
H -0.266 4.448 -0.094
O -1.750 1.114 0.284
C -2.783 2.802 5.254
C -1.313 -3.409 -4.238
H -1.964 0.185 -1.778
C 2.292 5.543 1.833
H -4.464 5.170 3.529
H 3.270 -4.250 4.994
C 1.493 1.738 -1.310
H -1.134 1.671 4.522
H -2.748 -1.203 -1.391
C 2.019 2.544 -2.311
O -2.074 3.287 -0.066
H 2.167 2.841 -4.428
C 0.212 3.683 1.853
C 2.092 4.733 2.945
H 0.896 3.198 3.830
C 1.814 -2.300 2.632
H 0.323 -3.539 -5.623
H -1.148 -3.921 -1.106
H 2.584 3.430 -2.054
C -3.742 4.393 3.741
C -0.891 2.630 1.939
H -2.440 -3.914 1.952
C 2.710 0.568 3.129
O -0.232 1.394 2.284
```

Electronic energy values (in eV) by entry order: -144232.5693 -96503.7194 -83712.2126 -119605.1854 -169816.6637.
Largest force on an atom values (in Eh/bohr) by entry order: 0.135 0.092 0.146 0.061 0.007.